Record 1
# C35H52ClPPd

A molecular structure, C35H52ClPPd in a non-equilibrium geometry (ωB97M-V/def2-TZVPD, OMol25).

Its spin multiplicity is 5. The total charge is 0. The value obtained for the energy is -62423.2027 eV. The LUMO energy (alpha / beta) comes out at -0.007 / -0.069 Ha.

Element x y z (Å)
Pd  0.34  0.57  2.21
Cl  1.30  -1.38  3.28
P  -0.40  -0.46  -0.64
C  -1.08  -2.03  0.30
H  -0.19  -2.27  0.95
H  -1.93  -1.66  0.98
C  1.49  -0.17  -0.78
C  -1.05  1.30  -0.39
C  1.96  0.13  -2.22
H  1.75  0.70  -0.14
C  3.45  0.45  -2.19
H  1.78  -0.76  -2.84
H  1.41  0.96  -2.69
C  4.26  -0.71  -1.61
H  3.80  0.69  -3.20
H  3.62  1.35  -1.59
C  3.71  -1.24  -0.26
H  4.28  -1.55  -2.32
H  5.30  -0.39  -1.49
C  2.19  -1.37  -0.20
H  4.14  -2.22  -0.07
H  4.05  -0.60  0.56
H  1.86  -2.28  -0.73
H  1.90  -1.49  0.86
C  -1.02  -1.09  -2.22
C  -2.59  1.36  -0.45
H  -0.73  1.54  0.65
C  -3.13  2.75  -0.13
H  -2.94  1.05  -1.46
H  -3.01  0.64  0.27
C  -2.44  3.88  -0.93
H  -4.20  2.77  -0.32
H  -2.99  2.96  0.94
C  -0.93  3.79  -0.81
H  -2.74  3.78  -1.99
H  -2.81  4.86  -0.60
C  -0.44  2.42  -1.28
H  -0.47  4.58  -1.39
H  -0.63  3.94  0.24
H  -0.74  2.27  -2.34
H  0.66  2.41  -1.26
C  -0.39  -2.45  -2.47
H  -2.06  -1.22  -1.90
C  -1.18  -3.28  -3.48
H  0.63  -2.34  -2.87
H  -0.30  -3.01  -1.55
C  -1.29  -2.52  -4.83
H  -0.67  -4.25  -3.64
H  -2.21  -3.49  -3.11
C  -1.85  -1.09  -4.62
H  -0.30  -2.47  -5.31
H  -1.93  -3.09  -5.52
C  -1.07  -0.32  -3.52
H  -1.78  -0.54  -5.58
H  -2.92  -1.19  -4.37
H  -0.06  -0.16  -3.92
H  -1.52  0.67  -3.40
C  -0.45  -4.42  0.59
C  -1.71  -3.63  0.43
H  0.02  -4.82  -0.31
C  -2.71  -3.75  1.56
H  -2.20  -3.71  -0.55
C  -1.94  -3.42  2.84
H  -3.56  -3.05  1.43
H  -3.21  -4.71  1.68
C  -0.83  -4.45  3.09
H  -1.41  -2.45  2.69
H  -2.60  -3.30  3.73
C  0.17  -4.52  1.87
H  -0.30  -4.16  4.02
H  -1.28  -5.43  3.22
H  0.89  -3.67  2.07
H  0.72  -5.47  1.89
C  3.64  4.48  3.67
C  3.72  3.15  3.15
C  2.55  2.47  2.78
C  1.31  3.13  2.97
C  0.09  2.44  2.80
C  -1.15  3.00  3.07
C  -1.17  4.35  3.54
C  -0.01  5.11  3.67
C  1.24  4.50  3.45
C  2.44  5.13  3.78
H  4.57  4.93  3.96
H  4.67  2.63  3.03
H  2.52  1.42  2.40
H  -2.07  2.43  2.98
H  -2.13  4.78  3.76
H  -0.09  6.15  3.96
H  2.42  6.15  4.18

Record 2
# C35H52FeOP4

A molecular structure, C35H52FeOP4 in a non-equilibrium geometry (ωB97M-V/def2-TZVPD, OMol25).

Its spin multiplicity is 6. The total charge is +3. The value obtained for the energy is -110701.0134 eV. Its energy above the lowest of the compared OMol25 structures with the same formula, charge and spin is 0.6612 eV. The LUMO energy (alpha / beta) comes out at -0.296 / -0.418 Ha.

Element x y z (Å)
Fe  0.57  0.53  -1.03
P  -0.80  -1.39  -0.84
P  2.37  -0.63  -0.70
P  -0.54  0.85  -2.82
H  0.82  2.12  1.27
C  0.16  2.12  0.40
C  -1.02  1.34  0.39
H  -1.22  0.69  1.25
C  -1.17  -2.27  0.72
C  -0.28  -2.81  -1.89
C  -2.55  -1.19  -1.41
C  3.44  0.66  0.07
C  2.87  -2.11  0.27
C  3.20  -1.02  -2.31
C  -2.17  1.71  -2.78
C  -0.56  -0.18  -4.35
C  0.43  2.23  -3.50
H  0.23  2.98  -0.29
H  -1.88  1.72  -0.15
H  -1.75  -1.60  1.38
H  -0.24  -2.55  1.22
H  -1.76  -3.18  0.52
H  0.75  -3.10  -1.65
H  -0.35  -2.51  -2.95
H  -0.95  -3.67  -1.72
H  -3.00  -0.36  -0.85
H  -3.13  -2.10  -1.23
H  -2.56  -0.97  -2.49
H  4.40  0.71  -0.48
H  3.59  0.35  1.12
H  2.93  1.64  0.08
H  3.95  -2.28  0.11
H  2.32  -3.02  -0.04
H  2.71  -1.96  1.35
H  4.22  -1.40  -2.12
H  3.26  -0.11  -2.93
H  2.61  -1.77  -2.86
H  -2.24  2.25  -3.73
H  -2.20  2.44  -1.96
H  -3.02  1.03  -2.67
H  -0.65  0.48  -5.23
H  -1.38  -0.89  -4.35
H  0.39  -0.73  -4.46
H  -0.09  2.68  -4.35
H  1.40  1.83  -3.82
H  0.60  2.97  -2.72
C  3.08  4.12  -2.36
C  4.46  4.36  -2.19
C  4.93  5.67  -2.34
C  4.08  6.67  -2.81
C  2.77  6.38  -3.16
C  2.24  5.09  -2.95
O  2.55  2.95  -1.82
H  3.04  2.16  -2.17
H  5.10  3.53  -1.87
H  5.97  5.85  -2.06
H  4.45  7.70  -2.89
H  2.15  7.17  -3.59
H  1.20  4.89  -3.25
C  2.68  -4.10  5.50
C  2.26  -4.32  4.19
C  1.55  -3.31  3.51
C  1.29  -2.08  4.15
C  1.75  -1.86  5.46
C  2.44  -2.88  6.15
P  0.36  -0.77  3.28
C  -1.29  -0.79  4.07
C  -2.21  0.28  3.90
C  -3.51  0.18  4.41
C  -3.93  -0.98  5.05
C  -3.05  -2.07  5.18
C  -1.74  -1.95  4.72
C  1.22  0.74  3.84
C  0.60  1.76  4.59
C  1.26  2.98  4.79
C  2.54  3.18  4.30
C  3.20  2.13  3.62
C  2.57  0.90  3.46
H  3.20  -4.90  6.03
H  2.46  -5.25  3.66
H  1.21  -3.47  2.49
H  1.58  -0.91  5.96
H  2.78  -2.71  7.16
H  -1.90  1.19  3.39
H  -4.18  1.05  4.30
H  -4.95  -1.04  5.45
H  -3.39  -2.98  5.65
H  -1.05  -2.79  4.89
H  -0.38  1.58  5.05
H  0.75  3.77  5.37
H  3.05  4.13  4.45
H  4.22  2.28  3.25
H  3.13  0.04  3.08

Record 3
# C35H52O27

9 unconnected molecules or ions with the total composition C35H52O27 in a non-equilibrium geometry (ωB97M-V/def2-TZVPD, OMol25).

Its spin multiplicity is 2. The total charge is +1. The value obtained for the energy is -92405.6378 eV. Its energy above the lowest of the compared OMol25 structures with the same formula, charge and spin is 0.0000 eV. The LUMO energy (alpha / beta) comes out at -0.115 / -0.376 Ha.

Element x y z (Å)
C  -0.64  -1.15  -0.54
C  -1.34  -1.06  0.80
O  -1.18  0.25  1.29
C  -0.49  1.01  0.40
O  -0.12  2.15  0.52
O  -0.55  0.23  -0.77
H  -1.16  -1.73  -1.30
H  0.39  -1.49  -0.51
H  -0.90  -1.85  1.41
H  -2.42  -1.14  0.72
C  -2.57  -6.50  -3.00
C  -1.81  -6.78  -1.64
C  -0.29  -6.67  -1.49
O  -0.22  -6.16  -0.20
C  -1.22  -5.27  0.00
O  -1.16  -4.23  0.58
O  -2.14  -5.56  -0.85
H  -2.16  -6.98  -3.89
H  -2.41  -5.43  -3.18
H  -3.65  -6.67  -3.04
H  -2.16  -7.77  -1.37
H  0.33  -6.05  -2.14
H  0.19  -7.65  -1.56
C  2.88  -1.53  1.91
C  3.42  -0.45  2.92
C  3.12  -0.65  4.37
O  4.32  -0.80  4.86
C  5.36  -0.53  3.97
O  6.55  -0.54  4.31
O  4.80  -0.34  2.79
H  1.80  -1.64  2.05
H  3.48  -2.44  1.91
H  3.03  -1.25  0.87
H  3.17  0.58  2.65
H  2.62  -1.57  4.65
H  2.68  0.30  4.66
C  -0.93  5.29  2.11
C  -2.08  4.40  2.63
C  -1.81  3.48  3.81
O  -2.81  3.72  4.71
C  -3.62  4.70  4.30
O  -4.52  5.20  4.91
O  -3.15  5.21  3.17
H  -1.30  6.10  1.48
H  -0.39  4.64  1.42
H  -0.38  5.70  2.95
H  -2.48  3.76  1.85
H  -0.93  3.79  4.37
H  -1.78  2.43  3.51
C  3.21  3.09  -0.97
C  3.78  3.74  0.29
C  3.26  3.17  1.61
O  4.47  2.97  2.26
C  5.55  3.21  1.52
O  6.70  3.02  1.98
O  5.13  3.48  0.31
H  3.43  2.02  -0.92
H  3.82  3.45  -1.80
H  2.14  3.19  -1.15
H  3.66  4.82  0.22
H  2.63  2.28  1.72
H  2.66  3.89  2.16
C  0.73  0.64  -3.57
C  1.35  1.20  -4.89
C  2.80  0.91  -4.92
O  2.80  -0.12  -5.87
C  1.76  -0.30  -6.57
O  1.53  -0.91  -7.60
O  0.84  0.50  -6.04
H  0.72  -0.45  -3.49
H  -0.27  1.05  -3.42
H  1.18  1.05  -2.66
H  1.24  2.28  -4.90
H  3.36  0.63  -4.03
H  3.25  1.75  -5.45
C  -1.03  -4.42  -5.90
C  -1.45  -2.97  -5.31
C  -2.77  -2.53  -5.86
O  -3.57  -2.17  -4.77
C  -2.98  -2.61  -3.62
O  -3.27  -2.36  -2.48
O  -1.84  -3.18  -4.00
H  -0.66  -4.40  -6.92
H  -1.89  -5.05  -5.67
H  -0.21  -4.87  -5.35
H  -0.63  -2.26  -5.42
H  -3.26  -3.43  -6.24
H  -2.56  -1.86  -6.69
C  -3.31  3.25  -0.87
C  -4.34  3.20  -1.99
C  -4.21  4.33  -3.08
O  -3.35  3.73  -4.06
C  -3.49  2.38  -3.95
O  -3.15  1.47  -4.78
O  -4.11  2.05  -2.80
H  -3.77  3.37  0.11
H  -2.48  3.90  -1.15
H  -2.73  2.34  -0.72
H  -5.39  3.11  -1.73
H  -3.52  5.08  -2.69
H  -5.08  4.77  -3.57
C  1.96  -1.70  7.96
C  0.55  -1.38  7.50
C  0.25  0.10  7.32
O  -0.50  0.19  6.13
C  -0.11  -0.83  5.37
O  -0.28  -1.12  4.17
O  0.67  -1.69  6.18
H  1.99  -1.44  9.02
H  2.68  -1.08  7.42
H  2.35  -2.71  7.83
H  -0.23  -2.07  7.83
H  0.98  0.91  7.35
H  -0.38  0.31  8.18

Record 4
# C35H53BiN2O2S2Si4Te

A molecular structure, C35H53BiN2O2S2Si4Te (ωB97M-V/def2-TZVPD, OMol25).

The total charge is +2. The value obtained for the energy is -110534.8297 eV. Its energy above the lowest of the compared OMol25 structures with the same formula, charge and spin is 0.0000 eV. The LUMO energy comes out at -0.213 Ha.

Element x y z (Å)
Bi  0.50  0.06  -1.93
C  4.96  -0.84  -2.41
C  5.53  0.39  -2.72
C  4.73  1.51  -2.82
C  3.36  1.39  -2.61
N  2.82  0.20  -2.33
C  3.59  -0.89  -2.23
C  2.42  2.54  -2.70
C  2.84  3.84  -2.92
C  1.90  4.86  -2.99
C  0.56  4.56  -2.84
C  0.21  3.24  -2.61
N  1.11  2.27  -2.54
H  5.55  -1.74  -2.33
H  6.60  0.47  -2.87
H  5.17  2.47  -3.07
H  3.08  -1.82  -2.00
H  3.89  4.07  -3.03
H  2.22  5.88  -3.16
H  -0.20  5.32  -2.89
H  -0.82  2.95  -2.46
O  -1.92  0.74  -1.70
S  -3.33  1.06  -2.18
C  -4.23  -0.51  -2.36
C  -3.55  -1.63  -3.14
C  -2.46  -2.34  -2.32
C  -1.70  -3.38  -3.12
S  -0.13  -3.84  -2.32
O  0.58  -2.52  -2.08
C  -0.81  -4.42  -0.79
C  -0.79  -3.64  0.35
C  -1.37  -4.14  1.50
C  -1.96  -5.39  1.51
C  -1.96  -6.17  0.36
C  -1.38  -5.69  -0.80
C  -3.21  1.52  -3.90
C  -4.24  2.30  -4.41
C  -4.20  2.67  -5.75
C  -3.13  2.29  -6.54
C  -2.10  1.53  -6.02
C  -2.14  1.13  -4.69
H  -5.16  -0.19  -2.83
H  -4.47  -0.81  -1.33
H  -3.14  -1.23  -4.07
H  -4.32  -2.35  -3.42
H  -2.91  -2.80  -1.44
H  -1.76  -1.59  -1.96
H  -1.40  -3.01  -4.11
H  -2.24  -4.31  -3.26
H  -0.31  -2.66  0.33
H  -1.35  -3.54  2.40
H  -2.41  -5.77  2.42
H  -2.40  -7.16  0.37
H  -1.35  -6.31  -1.69
H  -5.06  2.62  -3.77
H  -5.00  3.28  -6.16
H  -3.10  2.59  -7.58
H  -1.27  1.23  -6.64
H  -1.34  0.53  -4.27
C  2.25  -1.44  5.39
Si  2.19  -1.47  3.52
C  3.85  -1.07  2.74
C  1.72  -3.20  3.01
Si  0.72  0.31  2.98
Te  1.06  1.13  0.54
Si  -1.60  0.43  3.44
C  -1.73  0.60  5.30
C  -2.64  -1.04  2.93
C  -2.28  1.92  2.55
Si  1.73  2.36  3.76
C  1.77  2.39  5.62
C  3.49  2.50  3.12
C  0.74  3.84  3.17
H  2.88  -2.26  5.75
H  1.26  -1.58  5.82
H  2.66  -0.51  5.79
H  4.47  -1.97  2.75
H  4.37  -0.29  3.28
H  3.73  -0.75  1.71
H  2.53  -3.85  3.35
H  1.63  -3.33  1.93
H  0.80  -3.55  3.47
H  -1.28  -0.25  5.82
H  -2.78  0.65  5.59
H  -1.24  1.51  5.66
H  -2.41  -1.94  3.50
H  -2.55  -1.27  1.86
H  -3.68  -0.78  3.13
H  -1.95  2.86  3.00
H  -3.37  1.90  2.58
H  -1.96  1.93  1.50
H  2.42  1.62  6.04
H  0.78  2.28  6.07
H  2.17  3.36  5.94
H  4.17  1.89  3.71
H  3.82  3.54  3.21
H  3.59  2.21  2.07
H  -0.17  3.96  3.76
H  0.46  3.79  2.12
H  1.35  4.74  3.31